{"formula": "C3H4N2O2", "method": "ωB97M-V/def2-TZVPD", "elements": ["O", "O", "N", "N", "C", "C", "C", "H", "H", "H", "H"], "coordinates": [[-2.26, 0.61, -0.01], [2.36, 0.46, 0.07], [0.02, 0.87, 0.51], [-0.67, -1.02, -0.52], [1.12, -0.11, 0.35], [0.63, -1.29, -0.52], [-0.98, 0.25, 0.04], [2.27, 1.00, -0.73], [-1.38, -1.62, -0.92], [-2.34, 1.48, 0.41], [1.23, -0.62, 1.33]], "nbo_charge": [-0.654, -0.679, -0.518, -0.619, 0.093, 0.117, 0.651, 0.472, 0.420, 0.510, 0.208], "largest_force_ev_per_a": 0.51, "homo_ev": -9.1, "charge": 0, "relative_energy_kcal_mol": 79.44, "orbital_gap_ev": 9.453, "spin_multiplicity": 1, "e_tot_ha": -376.637194}

=====

{"formula": "C42H53ClN9O4S2Sc", "method": "ωB97M-V/def2-TZVPD", "elements": ["Sc", "Cl", "S", "S", "O", "O", "O", "O", "N", "N", "N", "N", "N", "N", "N", "N", "N", "C", "C", "C", "C", "C", "C", "C", "C", "C", "C", "C", "C", "C", "C", "C", "C", "C", "C", "C", "C", "C", "C", "C", "C", "C", "C", "C", "C", "C", "C", "C", "C", "C", "C", "C", "C", "C", "C", "C", "C", "C", "C", "H", "H", "H", "H", "H", "H", "H", "H", "H", "H", "H", "H", "H", "H", "H", "H", "H", "H", "H", "H", "H", "H", "H", "H", "H", "H", "H", "H", "H", "H", "H", "H", "H", "H", "H", "H", "H", "H", "H", "H", "H", "H", "H", "H", "H", "H", "H", "H", "H", "H", "H", "H", "H"], "coordinates": [[0.33, -0.36, 0.03], [-1.17, -2.72, 2.19], [-0.16, 1.94, 1.35], [0.84, 1.49, -1.87], [-0.03, -3.59, 2.23], [-1.64, -2.43, 3.52], [-0.80, -1.45, 1.56], [-2.22, -3.33, 1.41], [3.09, 0.87, 0.02], [-3.86, -0.39, 1.19], [-1.43, -3.15, -4.63], [-1.05, -1.87, -2.63], [-2.44, -0.09, -0.67], [1.69, -0.01, 2.69], [-4.64, -0.99, -0.87], [-0.93, -4.18, -2.62], [1.61, -1.79, -0.19], [-0.10, -0.60, -4.42], [2.55, -2.87, -2.16], [3.46, 4.58, 0.22], [-1.10, 1.41, -5.22], [-1.21, -5.47, -3.20], [-4.39, -1.63, -2.14], [2.39, -2.71, -0.74], [-0.87, 2.34, 3.97], [0.89, 0.47, 4.97], [-3.71, 2.56, -2.89], [3.14, -3.66, 0.03], [4.02, -4.78, -1.94], [3.69, 0.44, 1.26], [-0.07, 1.63, 3.06], [3.32, -3.86, -2.72], [-3.27, 0.63, 2.04], [1.68, 4.03, -1.28], [-5.93, -0.35, -0.78], [-3.54, 1.64, -1.84], [1.86, 2.66, -1.05], [-0.79, 2.13, 5.34], [3.67, 3.23, 0.45], [-1.98, 1.41, -4.11], [-0.14, 0.46, -5.33], [3.91, -4.65, -0.55], [-0.42, -4.25, -1.26], [-1.01, -0.71, -3.39], [-2.42, -2.33, -5.27], [-2.92, 2.46, -3.99], [-1.11, -3.00, -3.26], [-2.64, 0.59, -1.89], [0.09, 1.19, 5.85], [3.83, 0.31, -1.11], [2.88, 2.27, -0.17], [-1.88, 0.40, -3.11], [2.47, 4.98, -0.65], [2.89, 0.81, 2.49], [-0.40, -3.66, -5.51], [-3.57, -0.48, -0.13], [0.81, 0.67, 3.60], [2.02, -1.37, 3.09], [-4.82, -1.24, 1.87], [-1.73, -6.08, -2.46], [0.05, -2.85, -6.10], [-2.97, 3.21, -4.78], [3.40, -3.92, -3.81], [0.40, -4.97, -1.21], [-3.13, -1.96, -4.54], [1.58, -0.27, 5.36], [-4.50, -0.94, -2.98], [-5.73, -0.68, 2.12], [4.72, 0.83, 1.37], [-6.00, 0.25, 0.12], [-6.73, -1.10, -0.76], [0.87, 4.32, -1.94], [-4.37, -1.61, 2.79], [-2.80, 0.18, 2.92], [-3.38, -2.04, -2.14], [0.65, -1.36, -4.52], [0.39, -4.14, -4.94], [4.08, 5.32, 0.73], [0.15, 1.02, 6.92], [3.35, 0.60, -2.04], [-0.82, -4.40, -6.21], [4.45, -5.35, 0.09], [-4.41, 3.37, -2.78], [-4.05, 1.32, 2.38], [3.78, -0.65, 1.20], [3.07, -3.61, 1.11], [-1.56, 3.08, 3.56], [4.45, 2.92, 1.13], [-1.22, -4.56, -0.58], [4.62, -5.56, -2.38], [2.28, 6.03, -0.83], [4.87, 0.68, -1.11], [-5.10, -2.46, -2.27], [-5.07, -2.09, 1.25], [2.83, -1.40, 3.84], [-1.43, 2.70, 6.01], [1.14, -1.85, 3.52], [-0.28, -5.99, -3.46], [-1.84, -5.38, -4.08], [3.54, 0.72, 3.38], [2.57, 1.85, 2.42], [-4.07, 1.80, -0.91], [-2.96, -2.94, -6.00], [-2.50, 1.18, 1.50], [2.31, -1.94, 2.21], [2.03, -2.14, -2.77], [-1.18, 2.23, -5.94], [-6.09, 0.31, -1.64], [-0.04, -3.28, -0.95], [-1.99, -1.47, -5.80], [0.59, 0.51, -6.14], [3.83, -0.77, -1.05]], "nbo_charge": [1.736, 2.577, -0.428, -0.471, -0.802, -0.843, -0.949, -0.840, -0.462, -0.417, -0.501, -0.564, -0.617, -0.485, -0.471, -0.413, -1.284, -0.219, -0.314, -0.273, -0.225, -0.400, -0.423, 0.174, -0.243, -0.258, -0.225, -0.260, -0.369, -0.209, -0.181, -0.207, -0.417, -0.222, -0.400, -0.230, -0.126, -0.236, -0.210, -0.056, -0.205, -0.228, -0.424, 0.166, -0.403, -0.221, 0.651, 0.172, -0.268, -0.398, 0.127, -0.011, -0.238, -0.221, -0.403, 0.680, 0.225, -0.423, -0.405, 0.194, 0.185, 0.192, 0.178, 0.201, 0.218, 0.202, 0.182, 0.162, 0.152, 0.211, 0.180, 0.210, 0.222, 0.221, 0.257, 0.205, 0.224, 0.186, 0.188, 0.231, 0.173, 0.180, 0.195, 0.162, 0.233, 0.193, 0.206, 0.190, 0.205, 0.180, 0.187, 0.145, 0.183, 0.222, 0.144, 0.187, 0.225, 0.185, 0.209, 0.160, 0.233, 0.195, 0.175, 0.273, 0.250, 0.205, 0.193, 0.187, 0.281, 0.199, 0.198, 0.234], "largest_force_ev_per_a": 1.35, "homo_ev": -0.9, "charge": -2, "orbital_gap_ev": 5.038, "spin_multiplicity": 1, "e_tot_ha": -4443.202457}

=====

What is the formula in the first record? C3H4N2O2

=====

Look up the charge of the second one. -2